No. 1
{
  "formula": "C21H61O26P5S2",
  "method": "the ωB97M-V functional and the def2-TZVPD basis",
  "elements": ["S", "S", "P", "P", "P", "P", "P", "O", "O", "O", "O", "O", "O", "O", "O", "O", "O", "O", "O", "O", "O", "O", "O", "O", "O", "O", "O", "O", "O", "O", "O", "O", "O", "C", "C", "C", "C", "C", "C", "C", "C", "C", "C", "C", "C", "C", "C", "C", "C", "C", "C", "C", "C", "C", "H", "H", "H", "H", "H", "H", "H", "H", "H", "H", "H", "H", "H", "H", "H", "H", "H", "H", "H", "H", "H", "H", "H", "H", "H", "H", "H", "H", "H", "H", "H", "H", "H", "H", "H", "H", "H", "H", "H", "H", "H", "H", "H", "H", "H", "H", "H", "H", "H", "H", "H", "H", "H", "H", "H", "H", "H", "H", "H", "H", "H"],
  "xyz": [[0.7883, 0.4898, 1.1946], [-1.2304, 4.0882, -0.5585], [-3.3442, -5.0714, 2.7672], [-1.4979, 1.6657, -3.2818], [-1.7797, -5.7795, -1.8182], [5.4336, 0.1275, 2.2342], [2.7595, 3.1339, -0.4920], [-3.2481, -5.7121, -2.5240], [-1.8391, -4.7667, 2.3029], [-4.2398, -4.5946, 1.4646], [-2.1480, 2.1805, -1.8401], [3.9499, 2.3218, 0.3402], [-0.0437, 1.1762, -2.8316], [0.0214, -1.0165, 1.5671], [-1.1951, 2.7474, 0.0678], [-0.4814, 4.3411, -1.8054], [3.1634, 4.7245, -0.2908], [-0.8501, -6.2303, -3.0798], [2.6125, 2.7282, -1.9275], [1.5605, 0.3359, -0.0875], [6.1322, 0.1657, 0.8362], [1.4387, 1.0428, 2.3834], [-3.5077, -4.0071, 4.0076], [-1.4370, -4.2704, -1.6610], [-2.7880, 4.6731, -0.6085], [4.4342, -1.1132, 2.1542], [-2.1879, 0.5735, -4.0181], [-1.6783, -6.6773, -0.6641], [-3.5980, -6.4561, 3.2740], [6.2864, -0.0745, 3.4306], [-1.1746, 3.1006, -4.0382], [4.6033, 1.4875, 2.1825], [1.3275, 3.0527, 0.3736], [5.1603, 2.0075, -0.3305], [1.2828, 3.1850, 1.8201], [4.5363, 2.3417, 3.3198], [-0.8273, -5.4416, 2.9934], [3.6032, -1.1136, 0.9785], [-1.1275, -5.8225, -4.4638], [-1.8941, 3.5842, -5.1431], [0.3983, -2.2004, 0.8445], [-0.7022, 1.4469, 0.8084], [-3.2954, -2.6189, 3.8240], [0.1173, -3.5222, 1.5244], [-3.0492, 5.8469, -1.3397], [7.5238, 0.2556, 0.7211], [-4.3474, -5.4718, 0.3690], [-0.9611, -3.8250, -0.3568], [-4.1710, -6.7005, -2.2333], [2.3056, 5.7767, -0.7188], [-3.3284, 1.6657, -1.1826], [0.6728, 1.9473, -1.8707], [-0.6070, 5.1062, 0.8366], [-3.3396, 6.8737, -0.2426], [-4.1789, 6.6974, 0.4301], [-4.8662, -6.6325, -3.0701], [5.1146, 1.8381, -1.4063], [3.6068, -0.2631, 0.2968], [7.8859, -0.1225, -0.2349], [-0.5980, 2.5289, 0.8895], [0.2844, 4.6857, 1.3021], [3.5111, 2.0598, 3.5599], [-0.3355, 6.1380, 0.6136], [3.8724, -1.9809, 0.3756], [5.3227, 2.2431, 4.0680], [-2.1410, 4.6449, -5.1897], [1.8841, 4.0239, 2.1704], [-4.1815, 2.3297, -1.0432], [-2.2151, 6.2261, -1.9302], [-3.3942, -5.6645, -0.1235], [2.9576, 6.3606, -1.3684], [0.4964, 1.6456, -0.8382], [-1.6922, -3.4459, 0.3571], [-2.4616, 6.8232, 0.4014], [-4.7040, -6.4104, -1.3278], [-0.4124, -4.6912, 0.0130], [2.5677, -1.0257, 1.3075], [-2.1627, -5.6027, -4.7249], [0.4229, 3.0028, -1.9785], [7.9137, 1.2453, 0.9587], [0.4396, -4.4330, 1.0198], [-2.6159, -2.5643, 2.9735], [-0.5480, -4.9105, -4.6072], [-1.3882, 1.1431, 1.5991], [-2.9128, -2.1028, 4.7046], [-3.8532, 5.7642, -2.0711], [1.3679, -2.1758, 0.3471], [-3.1868, 1.3144, -0.1605], [1.6413, 2.2335, 2.2128], [-3.4335, 7.8838, -0.6414], [-3.7186, -7.6905, -2.1755], [0.2407, 3.2113, 2.1385], [-2.8949, 3.1686, -5.2610], [-0.7789, -6.4861, 2.6855], [0.4920, -3.8137, 2.5056], [-1.0788, -5.5306, 4.0502], [1.7237, 1.7044, -2.0279], [4.5228, 3.3402, 2.8828], [-5.0137, -4.9621, -0.3269], [-0.0952, -3.1698, -0.4527], [-4.7817, -6.4104, 0.7133], [-0.9553, -3.6422, 1.6772], [-4.1951, -2.0893, 3.5107], [7.9887, -0.3512, 1.4981], [1.4712, 5.5581, -1.3852], [-1.1617, 1.1358, -0.1298], [-3.6384, 0.7005, -1.5831], [-0.3226, -2.3196, 0.0357], [1.9704, 6.2894, 0.1828], [5.3463, 1.0319, 0.1184], [-1.3636, 5.2761, 1.6025], [0.1729, -5.0191, 2.8972], [-0.7495, -6.5753, -5.1556], [-1.3360, 3.4406, -6.0682], [5.9556, 2.6892, -0.0290]],
  "homo_energy_ev": -7.84,
  "spin_multiplicity": 1,
  "relative_energy_ev": 28.353
}

=====

No. 2
{
  "formula": "C18H20N6OS",
  "method": "the ωB97M-V functional and the def2-TZVPD basis",
  "elements": ["S", "O", "N", "N", "N", "N", "N", "N", "C", "C", "C", "C", "C", "C", "C", "C", "C", "C", "C", "C", "C", "C", "C", "C", "C", "C", "H", "H", "H", "H", "H", "H", "H", "H", "H", "H", "H", "H", "H", "H", "H", "H", "H", "H", "H", "H"],
  "xyz": [[2.6594, -0.9744, -0.4286], [-1.9658, 3.5863, 0.6553], [0.5166, 2.7354, 2.4931], [4.0695, 1.6641, 2.1041], [-1.8311, -4.8906, -3.4966], [-2.6518, -2.7921, -3.2209], [-1.3818, -2.9148, -2.7320], [0.1248, 1.1359, 0.9768], [4.4022, -1.0079, -0.1961], [4.8650, -0.0360, 0.6489], [-0.4238, 2.1628, 1.7707], [-2.8785, -3.9839, -3.6884], [2.5403, 0.3768, 0.7164], [-0.9020, -0.4986, -2.3002], [3.0430, 2.4166, 2.5726], [1.4758, 1.1294, 1.1991], [-0.9028, -4.1698, -2.9285], [-2.3237, 3.4331, 3.0265], [-0.6807, 0.2814, 0.1025], [-0.6997, -1.9673, -1.8288], [-1.8588, 2.6787, 1.7687], [-0.6973, -1.1836, 0.6316], [1.7125, 2.1199, 2.1398], [3.8145, 0.7227, 1.2064], [-1.2771, -2.1661, -0.3923], [-0.2376, 0.4883, -1.3344], [-2.5577, 1.8512, 1.6072], [-0.5136, -0.3311, -3.2992], [3.2361, 3.1899, 3.3273], [-3.3529, 3.8260, 2.9617], [-0.5045, 1.5098, -1.5943], [0.8478, 0.4910, -1.4205], [5.0603, -1.7336, -0.6671], [-1.6863, 4.3020, 3.1906], [0.3260, -1.5205, 0.7753], [-1.2447, 4.2186, 0.6294], [-1.2807, -1.1999, 1.5756], [-1.6967, 0.5661, 0.0831], [-3.8259, -4.2216, -4.1793], [-1.0617, -3.1691, 0.0064], [0.3700, -2.1868, -1.8769], [-2.2993, 2.7697, 3.8923], [0.0689, -4.5063, -2.6361], [5.9189, 0.1274, 0.9392], [-1.9787, -0.2694, -2.3346], [-2.3364, -2.0599, -0.4459]],
  "homo_energy_ev": -8.54,
  "spin_multiplicity": 1,
  "smiles": "C[C@@H](O)c1nc2cnc3ccsc3c2n1[C@H]1CC[C@H](n2cncn2)CC1",
  "relative_energy_ev": 0.107
}

=====

No. 3
{
  "formula": "C17H32Cl20",
  "method": "the ωB97M-V functional and the def2-TZVPD basis",
  "elements": ["Cl", "Cl", "Cl", "Cl", "Cl", "Cl", "Cl", "Cl", "Cl", "Cl", "Cl", "Cl", "Cl", "Cl", "Cl", "Cl", "Cl", "Cl", "Cl", "Cl", "C", "C", "C", "C", "C", "C", "C", "C", "C", "C", "C", "C", "C", "C", "C", "C", "C", "H", "H", "H", "H", "H", "H", "H", "H", "H", "H", "H", "H", "H", "H", "H", "H", "H", "H", "H", "H", "H", "H", "H", "H", "H", "H", "H", "H", "H", "H", "H", "H"],
  "xyz": [[1.5908, 0.2638, -3.1919], [1.5677, 5.3414, 1.9565], [-3.4277, 1.6705, 4.4265], [-1.5792, 4.1931, 2.5657], [-0.1754, 2.9587, 5.6494], [0.6661, -6.2626, -0.2195], [0.2855, -2.7411, -2.4338], [0.1600, -1.4558, 1.9060], [1.3187, -0.0045, 5.9675], [3.3878, -4.4139, 0.1528], [-5.1433, 2.8744, 2.3901], [3.8093, -1.4149, 1.5897], [-2.7921, 1.2447, -5.5465], [1.3953, 1.7657, 1.0248], [-3.3764, -5.0992, -4.8175], [-2.6895, 3.0372, -1.7881], [5.8518, -1.2679, -1.2043], [-5.8116, 0.3541, 3.6243], [-3.5626, 0.5292, 1.6997], [-2.7720, -1.9186, -1.7874], [-1.0429, 5.2188, 1.1566], [-3.4443, 1.6571, -3.9046], [2.0620, -2.4714, -2.5553], [1.0781, 2.4036, 4.4272], [0.0457, 6.2206, 1.6027], [-3.2599, -2.7428, -3.3089], [4.6746, 0.0732, 0.8932], [1.0170, 0.9129, 4.3659], [2.2086, -4.6886, 1.4647], [-0.2320, -0.3312, 0.4953], [-2.2156, 1.7881, -2.9763], [-0.2657, 1.1140, 0.9553], [-4.4803, 1.3284, 3.0172], [-2.9308, -4.2223, -3.2965], [0.8371, -4.8302, 0.8261], [4.7434, -0.0200, -0.6417], [2.2751, -1.3575, -3.6492], [1.7801, 0.5946, 3.6557], [-4.3151, -2.5608, -3.5127], [0.0715, 0.5097, 4.0032], [2.4515, -5.6096, 1.9947], [0.0261, -4.9898, 1.5366], [-1.8600, -4.4080, -3.2121], [-4.2647, 1.0248, -3.5651], [-0.1763, 6.7444, 2.5325], [0.4870, -3.9503, 0.2864], [5.6722, 0.2096, 1.3106], [2.5020, -2.2119, -1.5924], [2.4051, -3.8841, 2.1734], [1.8636, -1.7173, -4.5922], [-1.9271, 5.7673, 0.8320], [5.0690, 0.9436, -1.0335], [-2.0827, 0.8635, -2.4146], [2.6052, -3.3639, -2.8659], [-0.8191, 4.5221, 0.3487], [-2.8481, -2.1981, -4.1586], [3.3603, -1.2576, -3.6727], [-1.2461, 2.1173, -3.3501], [-1.1304, -0.6408, -0.0388], [2.0396, 2.7872, 4.7685], [0.5857, -0.5523, -0.1907], [-0.6800, 1.2655, 1.9520], [-3.9436, 2.6114, -4.0722], [0.1914, 7.0330, 0.8907], [0.8881, 2.9125, 3.4822], [4.0214, 0.9325, 1.0448], [-3.4684, -4.7568, -2.5133], [-0.7978, 1.7354, 0.2350], [3.7664, -0.1799, -1.0977]],
  "homo_energy_ev": [-0.53, -6.61],
  "spin_multiplicity": 2,
  "s_squared": 0.752,
  "total_charge": -1
}

=====

No. 4
{
  "formula": "C42H38AuBrN2O2P2",
  "method": "the ωB97M-V functional and the def2-TZVPD basis",
  "elements": ["Au", "Br", "P", "P", "O", "O", "N", "N", "C", "C", "C", "C", "C", "C", "C", "C", "C", "C", "C", "C", "C", "C", "C", "C", "C", "C", "C", "C", "C", "C", "C", "C", "C", "C", "C", "C", "C", "C", "C", "C", "C", "C", "C", "C", "C", "C", "C", "C", "C", "C", "H", "H", "H", "H", "H", "H", "H", "H", "H", "H", "H", "H", "H", "H", "H", "H", "H", "H", "H", "H", "H", "H", "H", "H", "H", "H", "H", "H", "H", "H", "H", "H", "H", "H", "H", "H", "H", "H"],
  "xyz": [[1.1916, 0.3418, -0.1778], [-1.2700, -1.6733, 0.3030], [2.4400, -1.2862, 0.9076], [2.3474, -0.3497, -2.0430], [0.7306, 2.2274, -0.8409], [-1.7134, 1.8426, -1.7819], [-0.0941, 1.0795, 1.3392], [0.2251, 2.4050, 1.4695], [4.9265, 1.6863, 2.1919], [6.1553, -0.3856, 2.2466], [-2.6053, -2.7379, 3.3364], [-3.1111, -3.5985, 2.3569], [3.1263, 0.9841, -2.9182], [0.9764, -2.4777, -3.2344], [-0.0910, -3.0039, -3.9445], [-2.6967, -3.1205, 4.6804], [-3.6600, -4.8179, 2.7197], [0.6302, -4.0769, 3.2288], [-0.9896, -0.7879, -4.2573], [5.0457, -1.0614, 1.7691], [-2.9777, 5.1259, 0.4233], [3.8122, 1.0177, 1.7046], [0.1794, 3.0739, 0.1311], [-2.1029, 2.9169, -1.0335], [1.0609, -1.0988, -3.0351], [4.3375, 3.0557, -2.8991], [-3.8435, 4.4638, -0.4397], [-1.0750, -2.1613, -4.4474], [3.0161, -2.4470, -0.3689], [3.8936, 1.9266, -4.9875], [6.0962, 0.9877, 2.4556], [4.4448, 2.9902, -4.2827], [3.2297, 0.9180, -4.3103], [-1.2277, 3.5523, -0.1559], [3.8715, -0.3593, 1.4815], [-1.3963, -0.8733, 2.0210], [-1.9958, -1.4366, 3.0843], [0.0783, -0.2544, -3.5564], [3.5506, -1.6238, -1.5390], [1.7601, -2.1701, 2.2971], [-3.2264, -4.3466, 5.0376], [-3.7060, -5.2012, 4.0536], [-3.4086, 3.3724, -1.1688], [-0.9177, 0.4932, 2.1326], [3.6760, 2.0543, -2.2097], [0.7844, -3.5341, 4.5000], [1.1120, -3.3975, 2.1251], [1.9160, -1.6276, 3.5748], [1.4213, -2.3122, 4.6734], [-1.6824, 4.6686, 0.5511], [1.5472, -1.8994, 5.6656], [6.9642, 1.5122, 2.8330], [5.0997, -2.1363, 1.6344], [3.7918, -2.2393, -2.4067], [0.9768, -3.8261, 1.1410], [-4.1360, -6.1556, 4.3278], [4.7601, 3.8934, -2.3610], [-1.7497, -0.1291, -4.6542], [-4.8612, 4.8124, -0.5575], [0.1458, 0.8192, -3.4301], [4.9569, 3.7788, -4.8182], [2.7902, 0.0941, -4.8592], [0.4102, -4.0723, 5.3611], [-4.0660, -5.4690, 1.9568], [1.7440, -3.1459, -2.8658], [-0.4157, 2.8628, 2.1130], [-1.3520, 1.0827, 2.9403], [7.0646, -0.9301, 2.4621], [4.8780, 2.7524, 2.3696], [-0.7413, 1.8109, -1.6936], [3.9780, 1.8858, -6.0650], [2.1631, -3.0595, -0.6644], [-3.3078, 5.9951, 0.9749], [-3.1137, -3.3128, 1.3174], [-0.1506, -4.0705, -4.1148], [4.4604, -1.0925, -1.2514], [-4.0644, 2.8611, -1.8619], [-2.3426, -2.4444, 5.4497], [3.7775, -3.1109, 0.0424], [-0.9926, 5.1985, 1.2038], [2.9006, 1.5776, 1.5181], [-1.9827, -0.7968, 3.9648], [3.5678, 2.1155, -1.1335], [-1.9064, -2.5776, -5.0009], [0.8367, 3.9408, 0.2344], [-3.2844, -4.6288, 6.0805], [0.1310, -5.0287, 3.0998], [2.4348, -0.6863, 3.7138]],
  "homo_energy_ev": -12.56,
  "spin_multiplicity": 1,
  "total_charge": 2,
  "relative_energy_ev": 0.000
}

=====

| no. | DFT total energy (Eh) | largest force on an atom (eV/A) |
| --- | --- | --- |
| 1 | -5295.48571 | 17.987 |
| 2 | -1499.89378 | 3.168 |
| 3 | -9870.78552 | 3.559 |
| 4 | -5275.16607 | 0.961 |